ORCA calculation (the ωB97M-V functional and the def2-TZVPD basis) on a 3-piece molecular cluster, C7H13O5 overall.

Positions of all 25 atoms, in Å:
O  10.06037  11.39315  -17.49930
C  11.18388  11.86948  -17.99399
O  11.56928  12.93826  -17.69775
O  11.89556  11.00690  -18.56640
H  10.25359  10.48624  -17.74786
C  7.39133  6.47914  -19.04309
C  7.82801  7.90104  -19.19591
O  7.09746  8.65897  -19.75286
C  9.20054  8.32546  -18.71958
H  7.78324  5.99016  -19.93494
H  6.32927  6.48597  -18.79796
H  7.98119  6.21319  -18.16591
H  10.02542  7.72379  -19.10124
H  9.19706  8.40011  -17.63214
H  9.44164  9.33797  -19.04333
C  13.36982  12.91897  -20.76949
C  13.60671  13.59301  -22.14810
O  14.00543  14.76157  -22.22003
C  13.37230  12.76720  -23.43529
H  13.48945  11.83644  -20.72549
H  12.38673  13.15855  -20.36424
H  14.18730  13.08231  -20.06725
H  12.38344  12.30869  -23.44005
H  14.26663  12.15095  -23.52751
H  13.33669  13.46889  -24.26863

Calculated values
- Kohn-Sham gap (eV) = 7.04
- net charge = -1
- E_HOMO (eV) = -4.067
- LUMO energy (eV) = 2.97